DFT (ωB97M-V with the def2-TZVPD basis set) results for a molecular structure, C31H31AsCaN2OPS at a distorted geometry.

The geometry in ORCA input format:
```
! RIJCOSX wB97M-V def2-TZVPD def2/J DEFGRID3
* xyz 1 1
Ca -0.860 0.350 -0.189
C 0.421 -2.337 -4.631
C -0.741 -1.590 -4.780
C -1.594 -1.424 -3.701
C -1.306 -2.013 -2.467
C -0.123 -2.730 -2.318
C 0.734 -2.892 -3.399
P -2.563 -1.837 -1.139
C -3.777 -3.131 -1.588
C -4.898 -3.238 -0.763
C -5.842 -4.226 -0.987
C -5.683 -5.106 -2.048
C -4.587 -4.987 -2.888
C -3.634 -4.002 -2.663
C -1.674 -2.522 0.307
C -1.781 -3.855 0.705
C -1.075 -4.292 1.815
C -0.279 -3.405 2.525
C -0.186 -2.078 2.117
C -0.882 -1.588 1.006
H 1.072 -2.498 -5.482
H -0.988 -1.152 -5.740
H -2.515 -0.861 -3.817
H 0.118 -3.188 -1.367
H 1.635 -3.485 -3.289
H -5.021 -2.547 0.064
H -6.700 -4.313 -0.334
H -6.416 -5.883 -2.223
H -4.462 -5.668 -3.719
H -2.781 -3.924 -3.322
H -2.407 -4.553 0.162
H -1.147 -5.326 2.128
H 0.257 -3.741 3.405
H 0.432 -1.411 2.715
S 3.434 4.811 3.098
C 2.176 3.753 2.390
C 1.030 4.288 1.813
C 0.101 3.421 1.264
N 0.253 2.094 1.264
C 1.350 1.586 1.831
C 2.337 2.372 2.400
C 2.576 5.074 4.661
C 2.777 4.187 5.706
C 2.056 4.396 6.876
N 1.198 5.396 7.033
C 1.034 6.249 6.029
C 1.703 6.138 4.816
H 0.868 5.356 1.795
H -0.802 3.805 0.802
H 1.432 0.502 1.824
H 3.210 1.928 2.858
H 3.469 3.361 5.613
H 2.172 3.728 7.722
H 0.335 7.060 6.200
H 1.552 6.859 4.025
C 2.210 3.007 -1.744
As 2.046 1.137 -2.218
C 2.051 1.063 -4.145
C 3.590 0.179 -1.573
O 0.662 0.506 -1.581
H 2.951 3.488 -2.380
H 2.503 3.109 -0.700
H 1.240 3.477 -1.899
H 2.763 1.790 -4.533
H 1.047 1.296 -4.494
H 2.320 0.065 -4.477
H 4.505 0.705 -1.842
H 3.581 -0.807 -2.034
H 3.520 0.075 -0.492
*
```

frontier orbital gap: 7.4609 eV
highest occupied orbital energy: -10.3 eV
ΔE to the lowest compared entry with this formula, charge and spin: 8.6 kcal/mol
electronic energy: -137074.4513 eV
LUMO energy: -2.80 eV

=====

DFT (ωB97M-V with the def2-TZVPD basis set) results for a molecular structure, C31H31AsN3O3RuS.

The geometry in ORCA input format:
```
! RIJCOSX wB97M-V def2-TZVPD def2/J DEFGRID3
* xyz 3 1
Ru 0.484 2.105 1.082
C 1.312 -10.452 0.487
O 0.034 -9.811 0.771
C -0.054 -8.603 1.200
C -1.384 -8.139 1.450
C -1.572 -6.897 1.937
C -0.443 -6.033 2.184
C 0.893 -6.513 1.916
C 1.086 -7.760 1.441
N -0.713 -4.857 2.686
N 0.135 -4.038 3.144
C 0.451 -2.819 2.913
C 1.269 -2.170 3.941
C 1.622 -0.879 3.878
C 1.167 -0.070 2.771
O 1.426 1.140 2.667
C 0.348 -0.692 1.713
N -0.038 0.155 0.734
C -0.767 -0.333 -0.268
C -1.136 -1.671 -0.325
C -0.748 -2.539 0.679
C 0.015 -2.040 1.736
H 1.049 -11.444 0.143
H 1.897 -10.508 1.402
H 1.829 -9.901 -0.296
H -2.202 -8.819 1.259
H -2.561 -6.521 2.163
H 1.738 -5.874 2.138
H 2.083 -8.136 1.267
H 1.567 -2.792 4.775
H 2.215 -0.403 4.647
H -1.060 0.365 -1.041
H -1.731 -2.017 -1.159
H -1.038 -3.579 0.637
C 2.901 3.138 -1.634
As 2.547 2.719 0.208
C 4.219 2.250 1.031
C 1.816 4.297 1.075
H 3.607 3.968 -1.677
H 1.972 3.419 -2.123
H 3.334 2.269 -2.125
H 4.929 3.059 0.868
H 4.603 1.338 0.577
H 4.064 2.099 2.097
H 2.542 4.825 1.690
H 1.018 4.003 1.813
H 1.357 4.953 0.340
O -0.745 3.201 -0.132
S -1.282 2.990 -1.570
C -2.917 3.658 -1.500
C -3.292 4.543 -0.500
C -4.575 5.066 -0.533
C -5.450 4.709 -1.552
C -5.058 3.817 -2.541
C -3.781 3.277 -2.518
C -0.406 4.170 -2.552
C -0.220 5.476 -2.109
C 0.479 6.354 -2.917
C 0.965 5.932 -4.153
C 0.759 4.632 -4.589
C 0.069 3.735 -3.782
H -2.605 4.807 0.292
H -4.893 5.757 0.236
H -6.448 5.126 -1.572
H -5.746 3.539 -3.328
H -3.466 2.579 -3.285
H -0.623 5.800 -1.157
H 0.631 7.376 -2.597
H 1.497 6.631 -4.785
H 1.127 4.316 -5.555
H -0.105 2.717 -4.113
*
```

frontier orbital gap (spin up / spin down): 5.8278 / 5.8283 eV
highest occupied orbital energy (spin up / spin down): -15.7 / -15.7 eV
ΔE to the lowest compared entry with this formula, charge and spin: 14.4 kcal/mol
electronic energy: -117491.2837 eV
LUMO energy (spin up / spin down): -9.91 / -9.91 eV

=====

DFT (ωB97M-V with the def2-TZVPD basis set) results for a molecular structure, C31H31BN3O2PtS2.

The geometry in ORCA input format:
```
! RIJCOSX wB97M-V def2-TZVPD def2/J DEFGRID3
* xyz -1 1
Pt -1.843 0.064 -0.926
S -4.616 -2.808 -3.002
C -4.972 -1.268 -3.718
C -5.894 -0.961 -4.712
C -5.973 0.348 -5.150
C -5.143 1.331 -4.602
C -4.232 1.021 -3.614
C -4.148 -0.289 -3.157
N -3.282 -0.761 -2.182
C -3.403 -2.059 -2.022
C -2.509 -2.742 -1.122
C -2.520 -4.116 -0.880
C -1.572 -4.650 -0.031
C -0.628 -3.806 0.557
C -0.634 -2.441 0.319
C -1.586 -1.869 -0.525
H -6.528 -1.729 -5.134
H -6.679 0.611 -5.926
H -5.219 2.351 -4.956
H -3.609 1.763 -3.148
H -3.259 -4.755 -1.353
H -1.559 -5.712 0.175
H 0.125 -4.225 1.214
H 0.108 -1.809 0.790
C 5.209 -3.494 1.903
C 4.810 -2.238 1.171
C 5.598 -1.795 0.116
C 5.244 -0.663 -0.604
C 4.116 0.048 -0.249
C 3.317 -0.370 0.817
N 2.164 0.385 1.076
C 1.705 0.785 2.315
C 2.625 1.017 3.347
C 2.212 1.464 4.583
C 0.866 1.711 4.830
C -0.046 1.502 3.813
C 0.342 1.041 2.556
C -0.756 0.833 1.556
O -1.933 0.955 1.875
O -0.366 0.500 0.353
C 3.647 -1.538 1.525
C 2.748 -2.061 2.612
H 6.147 -3.883 1.506
H 4.455 -4.278 1.801
H 5.343 -3.315 2.972
H 6.491 -2.350 -0.148
H 5.862 -0.324 -1.427
H 3.832 0.953 -0.772
H 1.493 0.497 0.328
H 3.678 0.863 3.143
H 2.951 1.648 5.354
H 0.538 2.073 5.796
H -1.101 1.689 3.960
H 2.960 -1.595 3.578
H 2.857 -3.138 2.731
H 1.702 -1.845 2.393
B 2.881 4.476 0.675
C 1.581 3.717 0.149
N 0.639 3.172 -0.247
H 3.681 4.517 -0.248
H 2.554 5.603 1.010
H 3.336 3.853 1.617
C -3.794 2.957 -0.795
S -2.022 2.549 -0.915
C -1.486 3.265 -2.476
H -3.872 3.953 -0.357
H -4.188 2.244 -0.071
H -4.369 2.904 -1.716
H -2.165 3.031 -3.294
H -0.504 2.845 -2.671
H -1.405 4.345 -2.363
*
```

frontier orbital gap: 6.2559 eV
highest occupied orbital energy: -4.7 eV
ΔE to the lowest compared entry with this formula, charge and spin: 0.0 kcal/mol
electronic energy: -66812.7725 eV
LUMO energy: 1.58 eV